ORCA calculation (ωB97M-V with the def2-TZVPD basis set) on a gas-phase ion, C6H11O (charge -1) at a distorted geometry.

## Properties
**HOMO level**: -2.06 eV
**LUMO**: 3.9 eV
**SMILES string**: C=CCCCC[O-]
**Maximum force**: 0.0548 Eh/bohr

```
! RIJCOSX wB97M-V def2-TZVPD def2/J DEFGRID3
* xyz -1 1
C -2.251 0.041 1.177
C -1.086 0.632 0.987
C -0.592 1.236 -0.307
C 0.017 0.163 -1.227
C 0.698 -1.037 -0.508
C 1.924 -0.477 0.374
O 2.268 -1.307 1.367
H -3.080 0.362 0.546
H -2.402 -0.895 1.701
H -0.196 0.364 1.556
H -1.340 1.825 -0.843
H 0.271 1.857 -0.071
H -0.691 -0.260 -1.952
H 0.791 0.595 -1.872
H -0.039 -1.528 0.121
H 1.203 -1.622 -1.265
H 1.824 0.585 0.689
H 2.682 -0.534 -0.472
*
```

ORCA calculation (ωB97M-V with the def2-TZVPD basis set) on a single C6H11O molecule at a distorted geometry.

## Properties
**HOMO level (alpha / beta)**: -8.11 / -9.71 eV
**LUMO (alpha / beta)**: 0.9 / 0.4 eV
**Maximum force**: 0.0388 Eh/bohr

```
! RIJCOSX wB97M-V def2-TZVPD def2/J DEFGRID3
* xyz 0 2
H 0.526 -2.009 -1.957
C -0.474 -1.641 -2.167
C 1.198 2.448 0.175
C 1.131 1.237 1.020
C -0.170 0.420 1.149
C -0.437 -1.001 0.473
C -1.199 -1.281 -0.835
O -0.774 -1.405 -3.321
H 2.117 2.717 -0.368
H 0.274 2.874 -0.197
H 2.012 0.637 0.720
H 1.355 1.565 2.058
H -0.188 0.173 2.218
H -1.040 1.057 0.982
H 0.440 -1.632 0.573
H -1.095 -1.422 1.221
H -1.930 -0.518 -1.082
H -1.747 -2.220 -0.663
*
```

ORCA calculation (ωB97M-V with the def2-TZVPD basis set) on a single C6H11O molecule at a distorted geometry.

## Properties
**HOMO level (alpha / beta)**: -8.32 / -9.51 eV
**LUMO (alpha / beta)**: 0.9 / 0.0 eV
**Maximum force**: 0.0811 Eh/bohr

```
! RIJCOSX wB97M-V def2-TZVPD def2/J DEFGRID3
* xyz 0 2
C 1.330 -0.935 -0.836
C 0.143 -0.484 -0.024
C -0.475 -1.602 0.741
C -1.030 0.075 -1.000
O -1.129 1.498 -0.864
C -0.589 1.713 0.571
C 0.692 0.857 0.859
H 1.454 -0.309 -1.798
H 2.145 -0.759 -0.211
H 1.396 -1.992 -1.195
H -1.519 -1.505 1.079
H 0.156 -2.345 1.160
H -0.895 -0.054 -2.187
H -2.118 -0.346 -0.785
H -0.535 2.747 0.943
H -1.386 1.318 1.213
H 0.840 0.730 1.933
H 1.519 1.393 0.401
*
```

ORCA calculation (ωB97M-V with the def2-TZVPD basis set) on a molecular structure, C6H11O at a distorted geometry.

## Properties
**HOMO level (alpha / beta)**: -7.69 / -7.69 eV
**LUMO (alpha / beta)**: 0.4 / -1.3 eV
**Maximum force**: 0.0929 Eh/bohr

```
! RIJCOSX wB97M-V def2-TZVPD def2/J DEFGRID3
* xyz 0 2
C 1.359 1.298 3.086
O 1.799 2.556 3.402
C 0.492 1.115 1.920
C -0.374 -2.315 -1.440
C -0.975 -1.150 -1.474
C -1.485 -0.068 -0.929
C -0.446 -1.130 -2.936
H 0.707 0.938 3.926
H 2.188 0.552 3.070
H 1.139 1.290 1.006
H -0.385 1.789 1.821
H 0.627 -2.491 -1.331
H 0.088 0.143 1.643
H -1.446 0.959 -1.516
H -2.219 -0.254 -0.267
H -1.300 -1.621 -3.495
H 0.513 -1.492 -3.273
H -0.283 -0.118 -3.212
*
```

ORCA calculation (ωB97M-V with the def2-TZVPD basis set) on a single C6H11O2PS molecule at a distorted geometry.

## Properties
**HOMO level (alpha / beta)**: -8.88 / -7.49 eV
**LUMO (alpha / beta)**: -0.6 / -1.4 eV
**Maximum force**: 0.0766 Eh/bohr

```
! RIJCOSX wB97M-V def2-TZVPD def2/J DEFGRID3
* xyz 0 1
C -2.393 -0.007 0.777
C -3.451 -0.228 -0.190
C 2.207 -0.691 -0.770
C 2.216 0.699 -1.343
C 0.874 -1.385 -0.615
C -0.279 1.100 2.154
O 1.475 1.683 -0.783
O 0.117 -0.853 0.415
P -0.685 0.583 0.494
S -3.880 0.856 1.151
H -3.570 0.315 -1.214
H -3.744 -1.247 -0.500
H 2.776 -1.345 -1.436
H 2.766 -0.776 0.136
H 3.241 1.041 -1.254
H 1.804 0.518 -2.447
H 0.325 -1.276 -1.606
H 0.873 -2.474 -0.427
H -0.799 2.030 2.364
H -0.718 0.487 2.991
H 0.843 0.970 2.103
*
```

ORCA calculation (ωB97M-V with the def2-TZVPD basis set) on a gas-phase ion, C6H11O6S2 (charge -1) at a distorted geometry.

## Properties
**HOMO level**: -5.04 eV
**LUMO**: 3.3 eV
**SMILES string**: C[S@@]1(=O)=CCCC[C@@]([O-])(S(=O)(=O)O)O1
**Maximum force**: 0.1085 Eh/bohr

```
! RIJCOSX wB97M-V def2-TZVPD def2/J DEFGRID3
* xyz -1 1
C -0.427 1.611 -1.748
S -1.012 1.494 -0.009
O -1.077 2.862 0.364
C -2.609 0.644 -0.004
C -2.147 -0.876 0.067
C -0.982 -1.391 1.003
C 0.443 -1.514 0.546
C 1.249 -0.226 1.002
O 1.866 -0.190 2.029
S 2.401 0.160 -0.546
O 2.407 -0.820 -1.637
O 2.405 1.541 -0.946
O 3.771 -0.117 0.347
O 0.370 0.956 0.758
H -1.185 2.060 -2.507
H 0.516 2.123 -1.592
H -0.234 0.550 -2.105
H -3.021 1.013 0.936
H -2.072 -1.275 -1.044
H -3.066 -1.266 0.437
H -1.002 -0.810 1.981
H -1.359 -2.467 1.215
H 0.962 -2.355 0.846
H 0.512 -1.632 -0.555
H 3.288 -0.074 1.163
*
```

ORCA calculation (ωB97M-V with the def2-TZVPD basis set) on 2 unconnected molecules or ions with the total composition C6H11P at a distorted geometry.

## Properties
**HOMO level**: -8.60 eV
**LUMO**: 0.4 eV
**Maximum force**: 0.0633 Eh/bohr

```
! RIJCOSX wB97M-V def2-TZVPD def2/J DEFGRID3
* xyz 0 1
C -2.030 -1.746 0.163
C -0.700 -1.369 0.790
C -1.238 -0.640 -0.396
C -2.114 1.502 -0.550
C 2.702 -0.159 0.428
C 1.583 0.056 -0.570
P 0.414 -1.404 -0.824
H -2.202 -2.658 -0.527
H -2.782 -1.280 0.707
H -0.712 -1.022 1.776
H -1.507 2.314 -0.119
H -3.078 1.468 -0.054
H -2.224 1.573 -1.664
H 2.405 -0.172 1.539
H 3.087 -1.184 0.482
H 3.549 0.535 0.155
H 1.989 0.102 -1.571
H 1.052 0.879 -0.181
*
```

ORCA calculation (ωB97M-V with the def2-TZVPD basis set) on a single C6H11P molecule at a distorted geometry.

## Properties
**HOMO level**: -8.03 eV
**LUMO**: 0.1 eV
**SMILES string**: C=C[PH]#CC(C)C
**Maximum force**: 0.1021 Eh/bohr

```
! RIJCOSX wB97M-V def2-TZVPD def2/J DEFGRID3
* xyz 0 1
C 1.534 2.465 2.676
C 1.886 1.262 2.379
P 0.622 0.463 0.955
C -0.925 0.311 0.176
C -0.868 -0.416 -1.117
C -2.282 -1.069 -1.238
C 0.214 -1.378 -1.534
H 2.086 3.186 3.274
H 0.850 2.855 1.975
H 2.420 0.358 2.665
H 1.723 -0.046 0.218
H -0.847 0.346 -1.900
H -3.202 -0.335 -0.903
H -2.308 -1.876 -0.432
H -2.521 -1.416 -2.244
H 0.283 -2.186 -0.873
H 0.124 -1.613 -2.548
H 1.211 -0.911 -1.530
*
```

ORCA calculation (ωB97M-V with the def2-TZVPD basis set) on a molecular structure, C6H11P at a distorted geometry.

## Properties
**HOMO level**: -8.36 eV
**LUMO**: 1.0 eV
**Maximum force**: 0.1118 Eh/bohr

```
! RIJCOSX wB97M-V def2-TZVPD def2/J DEFGRID3
* xyz 0 1
C -0.157 0.741 0.044
C -0.265 -0.563 0.011
C 1.206 1.233 0.294
C 1.572 -1.288 0.308
C -1.359 1.565 -0.242
C -1.306 -1.602 -0.065
P 2.513 0.107 -0.374
H 1.261 2.240 0.038
H 1.371 1.172 1.401
H 1.597 -1.288 1.344
H 1.704 -2.224 -0.090
H -1.744 2.029 0.669
H -2.100 0.856 -0.579
H -1.231 2.309 -1.112
H -1.451 -2.128 0.947
H -1.195 -2.393 -0.785
H -2.265 -0.917 -0.200
H 1.849 0.150 -1.608
*
```

ORCA calculation (ωB97M-V with the def2-TZVPD basis set) on 2 unconnected molecules or ions with the total composition C6H12 at a distorted geometry.

## Properties
**HOMO level**: -8.99 eV
**LUMO**: 1.1 eV
**SMILES string**: C[C@H]1C=CC1.C
**Maximum force**: 0.0206 Eh/bohr

```
! RIJCOSX wB97M-V def2-TZVPD def2/J DEFGRID3
* xyz 0 1
C -1.991 0.267 0.651
C -1.240 0.336 -0.676
C -0.013 1.220 -0.833
C 0.790 0.207 -1.165
C -0.275 -0.848 -1.020
H -1.335 0.027 1.496
H -2.771 -0.503 0.604
H -2.485 1.220 0.874
H -1.955 0.505 -1.488
H 0.157 2.288 -0.716
H 1.842 0.117 -1.426
H -0.471 -1.370 -1.958
H -0.165 -1.590 -0.216
C 1.990 -0.384 1.175
H 1.265 0.263 0.678
H 2.112 -1.350 0.667
H 2.950 0.138 1.178
H 1.596 -0.544 2.175
*
```

ORCA calculation (ωB97M-V with the def2-TZVPD basis set) on a single C6H12 molecule.

## Properties
**HOMO level**: -8.64 eV
**LUMO**: -0.2 eV
**Maximum force**: 0.0084 Eh/bohr

```
! RIJCOSX wB97M-V def2-TZVPD def2/J DEFGRID3
* xyz 0 1
C -2.653 -0.035 -0.104
C -1.367 0.387 0.603
C -0.123 -0.057 -0.163
C 1.184 0.351 0.518
C 2.467 0.019 -0.315
C 2.372 -1.452 -0.409
H -2.714 0.409 -1.105
H -2.692 -1.124 -0.223
H -3.542 0.273 0.455
H -1.350 1.479 0.729
H -1.341 -0.042 1.614
H -0.149 0.363 -1.180
H 1.195 1.435 0.685
H 1.263 -0.128 1.500
H 3.325 0.338 0.288
H 2.432 0.601 -1.249
H -0.157 -1.149 -0.278
H 1.849 -1.669 -1.368
*
```

ORCA calculation (ωB97M-V with the def2-TZVPD basis set) on a single C6H12 molecule.

## Properties
**HOMO level**: -11.00 eV
**LUMO**: 1.2 eV
**SMILES string**: CC1CCCC1
**Maximum force**: 0.0040 Eh/bohr

```
! RIJCOSX wB97M-V def2-TZVPD def2/J DEFGRID3
* xyz 0 1
C -1.335 -0.978 -1.103
C -0.335 0.152 -0.867
C 1.061 -0.437 -0.532
C 1.117 -0.393 0.995
C 0.539 0.996 1.267
C -0.700 1.041 0.359
H -1.357 -1.652 -0.236
H -1.047 -1.569 -1.980
H -2.354 -0.605 -1.258
H -0.281 0.769 -1.772
H 1.863 0.194 -0.933
H 1.194 -1.437 -0.959
H 0.457 -1.166 1.413
H 2.116 -0.548 1.416
H 0.329 1.207 2.319
H 1.268 1.738 0.912
H -1.570 0.623 0.884
H -0.967 2.065 0.073
*
```